<1>
Below is the ion C3H3N2OS with charge +1, with properties calculated with ωB97M-V with the def2-TZVPD basis set.

Last column: Mulliken charge in e.
Atoms and positions in Å:
O  -3.628  -1.109  0.384  0.063
H  0.386  -0.652  0.669  0.361
N  -3.624  1.642  -0.421  -0.272
N  -4.650  -0.370  0.550  -0.184
H  0.851  0.262  -0.984  0.357
S  -1.306  -0.808  -0.995  0.209
H  -0.272  1.072  0.142  0.346
C  -4.238  0.832  0.145  0.528
C  -2.466  -0.731  0.080  0.364
C  0.096  -0.039  -0.123  -0.771

- Frontier orbital gap (alpha / beta): 8.351 / 8.026 eV
- Total charge: +1
- LUMO level (alpha / beta): -7.22 / -7.32 eV


<2>
Below is the ion C3H3N2OS with charge +1, with properties calculated with ωB97M-V with the def2-TZVPD basis set.

Last column: Mulliken charge in e.
Atoms and positions in Å:
C  1.635  1.125  0.337  0.512
H  0.776  -1.633  -0.452  0.293
O  2.246  1.972  -0.039  -0.100
C  0.181  -0.652  -0.521  -0.389
H  0.347  -0.309  -1.486  0.487
H  0.673  -0.318  1.530  0.358
S  -3.539  0.560  0.222  -0.198
N  -1.152  -0.743  -0.132  -0.314
N  1.023  0.135  0.675  -0.152
C  -2.190  -0.137  -0.132  0.504

- Frontier orbital gap: 8.615 eV
- Total charge: +1
- LUMO level: -5.39 eV
- SMILES: O=C=[NH+]CN=C=S


The calculated energies rank the structures as follows, beginning with the most stable: <2>, <1>.


<1>
Below is an isolated molecule of CH2Cl3P, with properties calculated with ωB97M-V with the def2-TZVPD basis set.

Last column: Mulliken charge in e.
Atoms and positions in Å:
H  -1.765  0.662  -0.564  0.265
P  0.502  0.030  0.076  0.717
Cl  1.548  -0.002  -1.702  -0.229
C  -1.163  0.065  0.194  -0.689
H  -1.650  -0.909  0.051  0.246
Cl  1.267  -1.456  0.910  -0.137
Cl  1.262  1.611  1.035  -0.173

- Frontier orbital gap: 8.979 eV
- Total charge: 0
- LUMO level: 0.28 eV
- SMILES: C=P(Cl)(Cl)Cl


<2>
Below is an isolated molecule of CH2Cl3P, with properties calculated with ωB97M-V with the def2-TZVPD basis set.

Last column: Mulliken charge in e.
Atoms and positions in Å:
P  -0.024  -0.126  -0.369  0.595
Cl  -1.477  0.466  -1.456  -0.099
Cl  -0.998  -2.438  -0.150  -0.412
H  -0.554  1.342  0.966  0.227
H  1.221  0.623  1.687  0.294
Cl  1.407  -0.724  -1.564  -0.123
C  0.427  0.857  0.887  -0.482

- Frontier orbital gap: 8.608 eV
- Total charge: 0
- LUMO level: -0.86 eV
- SMILES: C=P(Cl)(Cl)Cl


The calculated energies rank the structures as follows, beginning with the most stable: <1>, <2>.


<1>
Below is a cluster of 10 separate species, C30H60O30 in total, with properties calculated with ωB97M-V with the def2-TZVPD basis set.

Last column: Mulliken charge in e.
Atoms and positions in Å:
O  5.517  5.582  -7.134  -0.608
C  -2.331  -3.663  -4.855  -0.630
C  4.396  0.664  8.407  0.822
H  5.228  1.769  11.241  0.289
O  2.389  -0.250  -0.833  -0.561
H  5.150  -0.152  5.472  0.239
H  -0.676  -8.091  -0.471  0.276
C  -6.774  0.529  1.294  -0.580
C  1.652  0.214  0.023  0.778
H  -4.178  -7.788  -6.556  0.302
O  5.411  6.579  3.587  -0.255
C  -9.684  3.133  2.186  -0.618
O  1.795  1.436  0.502  -0.312
H  2.152  7.212  -4.230  0.280
C  -0.626  -11.251  7.066  -0.649
C  4.662  3.009  -6.860  -0.666
H  5.730  2.807  -6.947  0.314
H  -9.404  3.405  3.203  0.333
H  3.066  3.151  0.950  0.290
H  -10.731  2.943  1.947  0.256
H  3.494  -0.112  5.996  0.324
O  2.299  -10.068  -0.299  -0.542
H  -1.754  -3.126  -4.103  0.200
C  2.842  2.359  0.236  -0.676
H  -3.264  1.733  -2.083  0.260
H  -5.842  -0.035  1.239  0.280
H  -0.561  10.788  -4.988  0.289
C  -5.167  2.673  -4.261  0.702
H  -2.469  3.264  -2.529  0.242
C  0.344  10.884  -4.387  -0.601
H  -0.423  -11.155  8.133  0.314
C  -3.402  2.701  -2.564  -0.602
O  -0.845  9.165  -2.341  -0.534
C  4.996  0.829  10.742  -0.730
O  -5.928  1.945  -3.378  -0.276
H  -2.047  -6.639  4.690  0.214
C  -2.165  -7.145  5.648  -0.667
C  6.397  6.283  2.904  0.678
O  1.016  -11.671  0.720  -0.284
O  0.484  -0.303  0.534  -0.286
C  1.156  6.806  -4.056  -0.572
O  -7.360  0.468  2.556  -0.304
C  4.435  0.435  6.049  -0.630
H  1.154  5.764  -3.736  0.232
H  3.950  0.896  11.041  0.330
H  -7.648  1.917  -4.475  0.320
H  4.922  7.118  -10.009  0.271
H  7.625  4.850  1.144  0.292
H  0.894  -2.104  -0.359  0.340
H  -0.213  -11.288  2.393  0.242
H  4.703  7.942  2.233  0.326
O  7.169  7.148  2.539  -0.560
O  5.052  0.497  7.296  -0.298
O  0.827  9.555  -4.057  -0.307
C  4.596  7.671  3.284  -0.629
O  4.144  3.940  -7.798  -0.299
H  -2.724  -8.624  -6.275  0.298
H  1.079  11.177  -5.136  0.229
O  3.909  5.793  -8.809  -0.305
H  -3.084  -7.725  5.569  0.338
H  0.149  -11.908  6.672  0.237
H  8.551  4.380  2.579  0.280
C  1.321  -10.347  0.408  0.757
H  -1.946  -3.623  -5.874  0.315
H  -6.447  1.537  1.042  0.264
C  7.596  4.270  2.066  -0.628
C  -7.340  2.079  -3.442  -0.670
C  -2.550  -5.964  -5.581  0.736
H  3.510  7.730  -9.120  0.256
H  2.743  2.816  -0.749  0.292
H  4.566  3.343  -5.827  0.289
H  -7.941  1.342  -2.909  0.239
H  5.039  7.481  -8.360  0.340
O  -3.836  2.729  -3.891  -0.293
O  0.570  7.527  -3.011  -0.280
H  0.203  11.471  -3.479  0.276
H  3.832  1.904  0.257  0.301
O  6.473  4.860  2.766  -0.247
C  -1.248  -8.935  6.756  0.698
H  -7.418  0.136  0.508  0.276
O  0.254  -9.524  0.726  -0.325
H  7.385  3.238  1.787  0.226
H  0.673  -2.172  1.340  0.265
H  -0.761  -1.995  0.328  0.226
C  4.353  7.039  -9.083  -0.713
H  -9.473  3.917  1.460  0.230
O  -5.628  3.142  -5.287  -0.534
C  0.127  8.801  -3.012  0.677
H  -7.570  3.085  -3.091  0.301
H  0.615  6.856  -5.002  0.309
O  -2.343  -5.845  -6.759  -0.522
H  4.430  1.453  5.659  0.265
H  -3.233  -3.056  -4.937  0.274
O  -1.832  -8.732  7.835  -0.544
O  -0.525  -10.010  6.444  -0.256
H  -0.052  -12.917  2.114  0.317
C  0.280  -1.694  0.443  -0.658
H  4.247  2.041  -7.139  0.263
C  4.611  5.106  -7.859  0.859
C  -0.117  -11.982  1.558  -0.631
C  -8.506  1.176  2.850  0.763
H  -4.088  3.305  -1.970  0.312
O  -8.797  2.077  1.924  -0.324
O  3.162  0.702  8.535  -0.600
O  -9.061  1.172  3.974  -0.577
H  3.581  7.286  3.383  0.258
O  -2.968  -7.063  -4.957  -0.282
O  -2.425  -4.993  -4.553  -0.286
C  0.053  -8.176  0.335  -0.647
H  -1.544  -11.788  6.827  0.295
H  5.432  0.019  11.326  0.288
H  4.664  8.556  3.917  0.259
H  -0.314  -7.565  1.160  0.219
C  -3.551  -8.154  -5.743  -0.637
O  -1.117  -7.992  5.705  -0.251
H  -2.152  -6.344  6.388  0.270
H  0.920  -7.674  -0.095  0.327
H  -1.129  -11.923  1.156  0.293
O  5.313  0.842  9.338  -0.298
H  -4.076  -8.881  -5.124  0.231

- Frontier orbital gap: 10.600 eV
- Total charge: 0
- LUMO level: -0.05 eV
- SMILES: COC(=O)OC.COC(=O)OC.COC(=O)OC.COC(=O)OC.COC(=O)OC.COC(=O)OC.COC(=O)OC.COC(=O)OC.COC(=O)OC.COC(=O)OC


<2>
Below is a cluster of 10 separate species, C30H60O30 in total, with properties calculated with ωB97M-V with the def2-TZVPD basis set.

Last column: Mulliken charge in e.
Atoms and positions in Å:
C  -2.152  3.221  4.583  0.813
H  -1.699  4.115  7.178  0.304
O  4.230  -1.626  4.337  -0.353
H  -1.660  -4.152  -3.806  0.195
O  0.309  -4.659  1.107  -0.618
H  -4.916  5.833  0.675  0.305
H  5.506  5.067  4.520  0.274
O  -1.279  -0.727  -5.067  -0.403
H  0.612  -3.510  -4.088  -0.136
H  2.449  -2.650  -1.307  0.359
O  4.239  3.617  5.391  -0.400
O  -2.032  -6.464  -4.314  -0.552
H  0.366  -1.894  -8.284  0.310
H  0.771  1.817  5.858  0.121
H  -4.448  1.271  -5.827  0.312
C  -4.350  3.701  -0.512  0.925
C  3.257  2.798  5.087  0.875
H  -3.492  -8.505  -5.435  0.282
H  5.860  -1.671  5.587  0.275
O  2.272  -3.755  0.390  -0.318
H  0.540  -0.579  4.117  0.364
C  1.494  -3.853  -4.618  -0.456
H  -6.618  5.872  0.123  0.250
H  0.927  4.248  3.152  -0.221
C  1.440  7.336  2.643  0.759
C  1.445  -4.309  1.285  0.801
H  -0.124  -0.543  -2.656  0.495
O  -5.559  4.259  -0.559  -0.370
H  5.911  3.391  4.238  0.299
H  4.403  -2.318  6.272  0.327
H  -4.238  -0.470  -5.645  0.326
C  1.619  -5.250  3.463  -0.778
H  -5.050  -8.670  -4.423  0.235
C  5.073  4.081  4.357  -0.668
O  2.112  -4.449  2.407  -0.288
C  -2.653  -3.781  -4.058  -0.403
O  -0.971  -0.679  -7.310  -0.386
C  1.109  5.229  3.590  -0.222
H  -2.995  2.014  1.668  -0.167
O  -2.728  4.076  5.375  -0.380
O  2.349  -2.649  4.968  -0.604
H  5.255  -3.266  4.982  0.283
C  -2.034  4.786  6.384  -0.576
H  -3.458  -8.513  -3.712  0.304
O  2.427  -1.067  3.335  -0.242
H  0.878  -2.618  -0.593  0.139
O  -3.564  -4.810  -4.406  -0.341
O  0.649  7.823  3.408  -0.565
H  1.476  -4.014  -1.597  0.289
H  1.036  -1.045  -6.957  0.344
H  0.155  5.535  4.011  0.467
H  -2.498  -3.033  -4.832  0.187
H  -3.427  0.561  -4.556  -0.124
H  -2.804  5.467  6.738  0.228
O  -2.909  3.009  3.514  -0.317
O  2.804  2.492  4.023  -0.404
C  -3.722  0.499  -5.605  -0.260
C  1.734  1.355  6.053  0.050
O  1.067  -4.631  -5.727  -0.212
C  1.915  -4.797  -6.721  0.694
H  0.065  -2.297  -6.467  0.006
H  3.699  9.317  1.996  0.266
C  2.619  9.317  2.129  -0.685
C  0.966  1.638  1.531  -1.111
C  1.022  -0.967  3.223  0.174
O  -3.409  4.124  0.099  -0.544
O  -4.266  -6.799  -4.553  -0.342
O  -4.348  2.691  -1.351  -0.417
O  -1.042  2.750  4.740  -0.522
O  2.717  2.385  6.238  -0.413
H  1.116  1.311  2.553  0.098
H  -1.409  1.895  2.492  -0.027
C  -4.077  -8.213  -4.564  -0.643
O  1.682  6.007  2.548  -0.267
H  -2.315  2.670  -1.591  0.421
O  -2.668  0.304  -6.545  -0.367
H  1.818  5.024  4.391  0.117
H  1.731  0.871  7.031  0.306
H  -3.231  1.318  -2.399  -0.373
H  2.031  -2.950  -4.915  0.374
H  -3.062  -3.345  -3.147  0.251
H  1.929  1.683  1.025  0.568
H  -1.873  -0.570  -2.392  0.170
C  -1.586  -0.389  -6.173  0.755
O  0.686  1.148  -1.195  -0.604
H  1.260  -4.619  4.278  0.268
C  -2.482  1.987  2.628  -0.003
C  -5.795  5.238  0.450  -0.669
O  0.238  0.540  0.929  -0.431
H  -2.831  1.025  3.021  0.389
C  -3.145  1.960  -1.533  0.082
O  2.232  7.992  1.819  -0.320
C  1.709  -3.287  -0.817  -0.535
H  -6.191  4.761  1.349  0.283
H  0.811  -5.937  3.220  0.360
H  2.453  -4.960  -9.311  0.292
C  4.993  -2.283  5.359  -0.802
H  0.406  2.559  1.396  0.554
H  2.121  -4.489  -3.994  0.482
H  2.437  9.600  3.168  0.336
H  4.587  4.168  3.383  0.270
H  2.479  -5.791  3.854  0.280
H  -2.863  1.418  -0.626  0.097
H  2.134  10.111  1.565  0.265
H  2.829  -6.508  -8.545  0.302
C  -3.152  -6.065  -4.399  0.774
C  2.022  -5.821  -8.799  -0.704
C  2.924  -1.856  4.254  0.956
C  0.123  -1.571  -7.278  -0.421
C  -0.918  -0.895  -1.997  -0.718
C  0.111  0.471  -0.391  0.606
O  1.232  -5.444  -7.681  -0.286
H  0.768  -0.355  2.358  -0.413
H  0.581  -1.926  2.939  0.324
O  3.079  -4.524  -6.730  -0.553
O  -0.783  -0.484  -0.640  -0.229
H  -0.753  -1.970  -2.077  0.268
H  1.360  -6.333  -9.493  0.242
H  -1.138  5.303  6.038  0.241
H  2.050  0.551  5.394  -0.203

- Frontier orbital gap: 11.172 eV
- Total charge: 0
- LUMO level: 0.54 eV
- SMILES: COC(=O)OC.COC(=O)OC.COC(=O)OC.COC(=O)OC.COC(=O)OC.COC(=O)OC.COC(=O)OC.COC(=O)OC.COC(=O)OC.COC(=O)OC


The calculated energies rank the structures as follows, beginning with the most stable: <2>, <1>.